Computed, not measured: the ion C5H10NO with charge -1, with wB97M-V/def2-TZVPD.

Output
molar mass = 100.1 g mol⁻¹
energy above the lowest of the compared OMol25 structures with the same formula, charge and spin = 20.0 kcal per mole
maximum force = 1.2 eV Å⁻¹
SMILES string = C=NCCCC[O-]
E_LUMO = 3.57 eV
gap between HOMO and LUMO = 5.70 eV
HOMO = -2.136 eV

ORCA input file:
```
! RIJCOSX wB97M-V def2-TZVPD def2/J DEFGRID3
* xyz -1 1
H -1.5640 0.4301 -0.8698
C -0.7745 -0.2503 -1.2239
C 0.4694 -0.1681 -0.3512
H -0.5854 -0.0038 -2.2736
H -2.7605 -1.1751 0.0438
H 1.3686 -0.1361 -0.9746
H -2.4271 -3.0088 -0.4218
C 0.5241 1.0469 0.5812
O 1.9145 2.2736 2.1134
H -0.1783 0.9192 1.4146
H 0.5606 -1.0546 0.2817
H 2.1952 0.2566 1.7398
C -2.2092 -1.9474 -0.5028
H 0.2152 1.9406 0.0341
H 2.6398 1.2734 0.4194
N -1.2728 -1.6345 -1.2878
C 1.8844 1.2385 1.2776
*
```